{
  "formula": "CH4O2P",
  "method": "the ωB97M-V functional and the def2-TZVPD basis",
  "charge": -1,
  "e_homo_ev": [-3.471, -3.471],
  "gap_ha": [0.29589, 0.29591],
  "mol_weight_da": 79.02,
  "species": ["C", "O", "O", "P", "H", "H", "H", "H"],
  "coordinates": [[-0.493, 0.886, 0.061], [-0.431, -2.047, 0.244], [2.222, 0.293, -0.411], [1.168, 0.108, 0.626], [-0.350, 1.937, -0.070], [-1.309, 0.721, 0.794], [-0.946, 0.720, -0.937], [0.139, -2.619, -0.308]]
}